Entry from the Open Molecules 2025 dataset: a molecular structure, C42H46CuN6O2P2 in a non-equilibrium geometry (the ωB97M-V functional and the def2-TZVPD basis).

ORCA input file:
```
! RIJCOSX wB97M-V def2-TZVPD def2/J DEFGRID3
* xyz 0 2
Cu -0.0802 -1.0857 -0.8838
C -0.7113 4.4704 0.7914
C -0.8359 3.8393 -0.3888
C 0.3385 3.3121 -1.1699
C 1.3045 2.4080 -0.3784
C 2.6303 3.0751 -0.1837
C 2.7728 4.3858 0.0903
C 1.7068 5.2803 0.6467
C 0.6039 4.5777 1.5015
C 0.2946 -2.8912 -0.1690
H -1.5716 4.9660 1.2627
H -1.8283 3.6738 -0.8475
H 0.9134 4.1464 -1.6192
H -0.0582 2.7521 -2.0358
H 0.8346 2.0733 0.5565
H 1.4607 1.4745 -0.9456
H 3.4847 2.4156 -0.3522
H 3.7511 4.8511 -0.0295
H 1.2288 5.8381 -0.1723
H 2.2118 6.0325 1.2779
H 0.9704 3.5872 1.8033
H 0.4636 5.1651 2.4212
H 1.2237 -2.8155 0.4132
H 0.3332 -3.6941 -0.9162
H -0.4942 -3.0261 0.5903
P 1.4192 -1.1087 -2.4597
P -1.8191 -0.7968 -2.2814
N 2.7004 0.0043 -2.6617
N 2.2704 -2.4970 -3.5771
N -2.1056 0.8060 -3.2529
N -3.4733 -1.4437 -2.8338
C 0.3374 -0.5740 -3.8337
C -0.9142 -1.4629 -3.7273
C 3.9197 -0.1464 -1.9642
C 4.9157 0.4646 -2.7042
C 4.3111 1.0178 -3.8789
C 2.9638 0.7470 -3.8266
C 2.7435 -3.7207 -3.1086
C 3.1718 -4.5021 -4.1910
C 2.9445 -3.7362 -5.3738
C 2.4459 -2.4978 -4.9627
C -2.5076 1.9623 -2.5842
C -2.6564 3.0037 -3.5082
C -2.2801 2.4945 -4.7902
C -1.9618 1.1491 -4.6154
C -4.4651 -0.7482 -3.5496
C -5.0929 -1.6056 -4.4455
C -4.5397 -2.9122 -4.2269
C -3.5671 -2.7825 -3.2447
H 0.7477 -0.6031 -4.8486
H 0.0795 0.4709 -3.6234
H -1.5463 -1.4581 -4.6293
H -0.6004 -2.5067 -3.5513
H 3.9203 -0.6635 -1.0125
H 5.9565 0.5169 -2.4319
H 4.8127 1.5492 -4.6739
H 2.1510 1.0301 -4.4874
H 2.7398 -3.9390 -2.0523
H 3.5927 -5.4945 -4.1346
H 3.1058 -4.0484 -6.3977
H 2.2158 -1.6367 -5.5755
H -2.7042 1.9284 -1.5143
H -2.9947 4.0110 -3.2793
H -2.2451 3.0494 -5.7297
H -1.6270 0.4568 -5.3790
H -4.6312 0.3069 -3.3996
H -5.8604 -1.3348 -5.1603
H -4.8160 -3.8250 -4.7333
H -2.8948 -3.5138 -2.8205
O -0.0697 -0.0095 1.0681
C -0.3093 -0.6798 2.1069
N -0.4306 -0.1372 3.3890
C -0.5992 -1.1451 4.3992
C -0.6858 -2.3983 3.4906
O -0.9243 -3.5257 3.9337
N -0.5180 -2.0165 2.1914
C 0.5885 -1.1143 5.3687
C 1.6416 -2.0230 5.2729
C 2.5854 -2.1059 6.3085
C 2.5626 -1.1943 7.3632
C 1.5933 -0.1836 7.3748
C 0.6077 -0.1390 6.3814
C -1.8956 -1.0386 5.2128
C -2.0824 -1.8627 6.3331
C -3.1249 -1.5948 7.2243
C -4.0323 -0.5677 6.9579
C -3.9075 0.1609 5.7766
C -2.8605 -0.0955 4.8760
H -0.2345 0.8452 3.5404
H 1.7111 -2.6830 4.4061
H 3.3449 -2.8850 6.2710
H 3.2966 -1.2589 8.1711
H 1.5924 0.5816 8.1528
H -0.1674 0.6384 6.4020
H -1.3748 -2.6767 6.5218
H -3.2190 -2.1918 8.1252
H -4.8192 -0.3305 7.6782
H -4.6113 0.9541 5.5408
H -2.7677 0.4547 3.9346
*
```

Properties
- energy (hartree) = -4430.0591
- highest occupied orbital energy (alpha / beta) (eV) = -8.222 / -8.212
- expectation value of S² = 0.75

Entry from the Open Molecules 2025 dataset: a molecular structure, C42H47BN6O6PdS2 in a non-equilibrium geometry (the ωB97M-V functional and the def2-TZVPD basis).

ORCA input file:
```
! RIJCOSX wB97M-V def2-TZVPD def2/J DEFGRID3
* xyz -2 1
Pd -0.6950 0.4482 0.2125
O -1.4837 2.0480 7.2713
C -1.5195 0.8886 6.8532
O -1.6259 -0.1776 7.4736
C -1.3939 0.7282 5.2914
C -1.0896 -0.5171 4.7527
C -0.8950 -0.6374 3.3898
N -1.0073 0.3756 2.5381
C -1.3535 1.5647 3.0320
C -1.5356 1.7777 4.3959
C -1.5645 2.7230 2.0454
O -2.0082 3.7816 2.4842
O -1.2586 2.4985 0.8483
H -0.9901 -1.3682 5.4125
H -0.6344 -1.5970 2.9623
H -1.7724 2.7804 4.7212
C 1.9850 1.6748 4.6774
C 2.7796 1.8359 3.3844
C 4.1701 2.4029 3.7098
C 2.1118 2.7113 2.3416
C 1.6943 3.9902 2.6810
C 1.1481 4.8320 1.7309
C 1.0750 4.4230 0.4156
C 1.4910 3.1551 0.0230
C 1.4231 2.8645 -1.4693
C 2.5427 1.9790 -2.0284
C 0.0572 2.2912 -1.8590
C 1.9740 2.2792 1.0095
N 2.3075 0.9482 0.6714
B 1.4101 -0.0776 0.2120
N 2.3122 -1.2259 0.0273
C 3.5869 -0.8480 0.4455
C 3.5808 0.4409 0.8213
C 2.1558 -2.4238 -0.6797
C 1.0662 -3.2765 -0.4078
C 0.9144 -4.4554 -1.1213
C 1.8321 -4.8365 -2.0784
C 2.9023 -4.0086 -2.3469
C 3.0732 -2.7996 -1.6868
C 4.2521 -1.9465 -2.1193
C 4.2212 -1.6466 -3.6202
C 5.5708 -2.6349 -1.7434
C 0.0612 -2.9452 0.6670
C -0.2803 -4.1616 1.5376
C -1.2089 -2.3427 0.0529
H 2.5153 0.9962 5.3448
H 1.0114 1.2452 4.4760
H 1.8359 2.6184 5.1950
H 2.9014 0.8334 2.9642
H 4.0806 3.3791 4.1851
H 4.7682 2.5172 2.8058
H 4.6982 1.7373 4.3936
H 1.7611 4.3254 3.7068
H 0.7968 5.8148 2.0088
H 0.6827 5.1007 -0.3315
H 1.5193 3.8437 -1.9611
H 2.3258 0.9292 -1.8526
H 3.5047 2.2205 -1.5788
H 2.6232 2.1296 -3.1051
H -0.1972 1.4070 -1.1854
H 0.0400 1.9722 -2.9009
H -0.7334 3.0254 -1.7159
H 4.3922 -1.5541 0.5120
H 4.4151 1.0343 1.1486
H 0.0696 -5.0970 -0.9184
H 1.7162 -5.7677 -2.6148
H 3.6097 -4.3034 -3.1100
H 4.2066 -0.9818 -1.6093
H 4.3238 -2.5505 -4.2171
H 5.0419 -0.9772 -3.8768
H 3.2858 -1.1598 -3.8846
H 5.6884 -3.5680 -2.2922
H 5.5939 -2.8710 -0.6808
H 6.4198 -1.9902 -1.9694
H 0.5180 -2.1843 1.3120
H -0.8943 -4.8876 1.0052
H -0.8412 -3.8377 2.4136
H 0.6290 -4.6602 1.8749
H -1.4913 -2.8580 -0.8653
H -1.0211 -1.2350 -0.1688
H -2.0430 -2.4042 0.7535
N -6.7330 -2.2353 -5.9675
C -5.9956 -1.3382 -5.1897
C -4.7693 -1.7190 -4.6461
C -3.9934 -0.7992 -3.9654
C -4.4454 0.4965 -3.8104
C -5.6682 0.8823 -4.3227
C -6.4472 -0.0323 -5.0063
S -3.3617 1.7232 -3.0352
O -2.3314 1.9547 -4.0243
O -4.1945 2.8615 -2.7188
N -2.7075 0.9875 -1.7659
C -3.4985 0.6452 -0.7813
S -5.2812 0.6976 -0.8757
C -5.3272 -0.0208 0.7142
C -4.0744 -0.2297 1.1717
N -3.0664 0.1273 0.3387
H -6.5467 -3.2066 -5.7648
H -7.7188 -2.0229 -6.0169
H -4.4322 -2.7401 -4.7664
H -3.0416 -1.0711 -3.5325
H -5.9955 1.8971 -4.1529
H -7.4114 0.2544 -5.4064
H -6.2635 -0.2148 1.1963
H -3.8280 -0.6557 2.1310
*
```

Properties
- energy (hartree) = -3357.8940
- highest occupied orbital energy (alpha / beta) (eV) = -2.755 / -2.756

Which of these has the lowest energy?
C42H46CuN6O2P2

Which of these has the highest energy?
C42H47BN6O6PdS2

The lowest energy belongs to which entry?
C42H46CuN6O2P2